Entry 1:
Below is a cluster of 11 separate species, C37H73FN2O23S8 in total, with properties calculated with ωB97M-V with the def2-TZVPD basis set.

- Multiplicity: 1
- Structure (SMILES): O=C1OC[C@@H](F)O1.C[N+](=O)[O-].C[N+](=O)[O-].O=S1(=O)CCCC1.O=S1(=O)CCCC1.O=S1(=O)CCCC1.O=S1(=O)CCCC1.O=S1(=O)CCCC1.O=S1(=O)CCCC1.O=S1(=O)CCCC1.O=S1(=O)CCCC1
- Max |F|: 0.0843 hartree/bohr

Structure (XYZ):
```
144
C37H73FN2O23S8 (ωB97M-V with the def2-TZVPD basis set)
O -5.5772 -1.9982 3.7358
C -5.9158 -2.5608 2.6873
O -5.4663 -2.3329 1.4331
C -5.8408 -3.4138 0.5844
C -7.1634 -3.7634 1.2565
F -7.2656 -5.0908 1.1553
O -6.9109 -3.4364 2.6105
H -6.0573 -3.1328 -0.4462
H -5.1676 -4.2696 0.5349
H -8.0114 -3.2638 0.7882
C -0.5857 -8.8264 -0.6727
N -0.3238 -7.4592 -0.4343
O -0.9089 -6.8769 0.5142
O 0.2224 -6.8717 -1.3512
H -0.3266 -9.3172 0.2654
H 0.1453 -9.2358 -1.3698
H -1.6690 -8.9032 -0.7662
C 0.2673 -0.6869 0.9121
N -0.0524 -0.3575 -0.5118
O -1.2037 0.0381 -0.7209
O 0.7647 -0.5774 -1.4194
H -0.6848 -0.8942 1.4006
H 0.7606 0.2472 1.1811
H 0.9600 -1.5284 0.9061
O 3.0763 -3.9764 8.3914
S 2.1013 -3.8557 7.3011
O 2.4467 -3.2858 5.9681
C 1.3089 -5.5389 6.9889
C 0.2830 -5.7229 8.1589
C -0.4631 -4.3378 8.2370
C 0.5245 -3.1093 8.0337
H 2.0671 -6.3189 6.9193
H 0.7590 -5.4991 6.0487
H -0.4877 -6.4562 7.9214
H 0.8085 -5.8961 9.0980
H -1.0281 -4.2510 9.1651
H -1.2397 -4.4188 7.4764
H 0.8115 -2.8818 9.0603
H 0.0582 -2.2749 7.5098
O -2.6359 -6.3125 -6.9804
S -3.9075 -5.7928 -6.4716
O -4.4622 -6.1854 -5.2218
C -4.0265 -3.9452 -6.6631
C -5.3273 -3.6163 -7.4389
C -5.5295 -4.8135 -8.3443
C -5.2606 -6.1151 -7.6591
H -3.1946 -3.8355 -7.3588
H -3.7895 -3.4168 -5.7396
H -6.1327 -3.6382 -6.7048
H -5.3955 -2.7278 -8.0666
H -4.8893 -4.5956 -9.1992
H -6.5271 -4.9235 -8.7695
H -4.8958 -6.9033 -8.3177
H -6.1059 -6.5170 -7.1004
O -1.1780 1.4007 -9.7759
S -0.2043 2.3822 -9.1466
O 1.2156 2.0133 -8.8826
C -0.3453 4.1085 -9.8900
C -1.4536 4.8333 -9.0591
C -1.1854 4.3391 -7.5686
C -1.0031 2.8542 -7.5660
H -0.4907 3.9549 -10.9593
H 0.5919 4.6637 -9.8524
H -1.4125 5.9134 -9.2002
H -2.4516 4.5571 -9.3993
H -1.9802 4.6898 -6.9103
H -0.2488 4.7467 -7.1879
H -1.9834 2.3860 -7.4773
H -0.3835 2.3870 -6.8005
O 7.6289 5.5275 6.2488
S 6.2607 5.7252 6.8265
O 5.9610 7.0122 7.4018
C 4.8819 5.3881 5.6817
C 4.4307 3.9668 6.0316
C 4.4731 3.9144 7.6044
C 5.8931 4.3513 8.0154
H 5.3788 5.5008 4.7181
H 4.2064 6.2324 5.8193
H 3.4235 3.7415 5.6810
H 5.2280 3.3060 5.6915
H 4.3022 2.9254 8.0296
H 3.7595 4.5844 8.0839
H 6.7488 3.7350 7.7395
H 5.9967 4.7006 9.0427
O 6.6667 4.4293 -3.4712
S 5.6028 3.7610 -4.2261
O 4.1846 3.8504 -3.8728
C 5.9172 4.2270 -6.0049
C 7.1018 3.2981 -6.3755
C 7.0683 1.9238 -5.6736
C 5.9814 1.9682 -4.5565
H 6.0066 5.3133 -6.0102
H 5.0843 3.9651 -6.6574
H 7.0359 3.2663 -7.4630
H 8.0130 3.8588 -6.1677
H 8.0704 1.6438 -5.3486
H 6.7655 1.1388 -6.3666
H 6.0182 1.3526 -3.6577
H 5.0674 1.6623 -5.0655
O -7.0195 5.1140 -0.5604
S -6.2732 5.4115 -1.7666
O -6.2762 4.6136 -3.0211
C -6.4826 7.2476 -2.0547
C -5.4448 7.9082 -1.2100
C -4.1102 7.0558 -1.3265
C -4.4679 5.5622 -1.3107
H -7.5152 7.5913 -1.9942
H -6.1098 7.4265 -3.0632
H -5.3091 8.9879 -1.2718
H -5.7102 7.6664 -0.1808
H -3.3819 7.2701 -0.5444
H -3.7427 7.3595 -2.3066
H -4.2785 4.9478 -0.4306
H -3.9125 5.0793 -2.1147
O 6.4847 -7.0249 2.3850
S 6.4503 -7.4578 0.9536
O 5.2888 -8.2187 0.4531
C 6.6802 -5.9201 -0.0106
C 7.9251 -6.0601 -0.8756
C 8.8514 -6.9942 -0.1311
C 8.0516 -8.1918 0.3910
H 6.7294 -5.0633 0.6613
H 5.7645 -5.7081 -0.5626
H 7.6144 -6.5453 -1.8009
H 8.3666 -5.1008 -1.1457
H 9.3126 -6.4158 0.6695
H 9.6234 -7.4068 -0.7806
H 8.5080 -8.7617 1.2003
H 7.7596 -8.9250 -0.3608
O -2.2032 5.7715 6.8304
S -3.1065 4.6166 6.5988
O -2.7523 3.5454 5.6288
C -3.6549 3.8572 8.2650
C -5.1671 3.9404 8.3346
C -5.5984 5.2292 7.7009
C -4.8526 5.2969 6.2937
H -3.2993 4.5442 9.0328
H -3.1531 2.8927 8.3427
H -5.6243 3.1047 7.8048
H -5.4025 3.9055 9.3983
H -5.3879 6.0334 8.4060
H -6.6696 5.1352 7.5231
H -4.8374 6.2830 5.8296
H -5.2471 4.5700 5.5836
```

Atomic partial charges in e from the Löwdin method, atoms 1 to 6: 0.128 -0.521 0.074 -0.051 -0.315 0.080

---

Entry 2:
Below is a cluster of 10 separate species, C37H74FN15O11S in total, with properties calculated with ωB97M-V with the def2-TZVPD basis set.

- Multiplicity: 1
- Structure (SMILES): NC(N)(N)Cc1ccc2nsnc2c1C(=O)NC(=O)F.CNC(C)=O.CNC(C)=O.CNC(C)=O.CNC(C)=O.CNC(C)=O.CNC(C)=O.CNC(C)=O.CNC(C)=O.CNC(C)=O
- Max |F|: 0.1226 hartree/bohr

Structure (XYZ):
```
139
C37H74FN15O11S (ωB97M-V with the def2-TZVPD basis set)
N 8.0891 -5.0516 2.1076
C 6.8033 -4.3931 1.6533
N 6.9987 -3.7470 0.2959
N 5.6913 -5.3779 1.4592
C 6.3952 -3.1819 2.6870
C 5.6371 -2.0747 1.7724
C 4.1769 -2.5008 1.2814
C 3.3060 -1.5539 0.4034
C 3.9753 -0.1811 -0.0047
N 3.3486 0.8206 -0.8419
S 4.5532 2.0489 -0.9686
N 5.8985 1.5551 -0.0196
C 5.4243 0.2513 0.4624
C 6.2640 -0.7081 1.3883
C 7.7472 -0.2938 1.8835
O 7.9449 0.8088 2.4824
N 8.8246 -1.2699 1.5703
C 9.8068 -0.7591 0.6195
O 10.8790 -1.4090 0.4963
F 9.6337 0.3737 -0.2129
H 8.5449 -4.4952 2.8438
H 8.6801 -5.1441 1.2712
H 7.0756 -4.4906 -0.4290
H 7.8815 -3.2139 0.2910
H 4.9895 -5.3187 2.2091
H 5.2482 -5.1341 0.5580
H 5.6996 -3.6158 3.5018
H 7.3129 -2.6759 3.1426
H 3.7325 -3.5151 1.5683
H 2.2591 -1.8501 0.0461
H 9.2573 -1.6800 2.4098
C 7.2062 4.7363 3.0554
N 6.1512 3.7479 3.0724
C 4.9952 3.7584 3.7897
C 4.7280 4.9290 4.6979
O 4.2046 2.8281 3.6811
H 7.3172 5.1011 2.0315
H 8.1354 4.2498 3.3620
H 6.9983 5.5740 3.7184
H 6.2512 2.9282 2.4870
H 3.7667 4.7878 5.1950
H 5.5051 5.0004 5.4630
H 4.6846 5.8489 4.1148
C -2.7159 -3.5694 -0.8818
N -1.3688 -3.0808 -1.0966
C -0.5271 -2.5089 -0.1994
C -1.0093 -2.3376 1.2149
O 0.5928 -2.1484 -0.5552
H -2.7374 -4.6317 -1.1374
H -3.3850 -3.0290 -1.5504
H -3.0455 -3.4366 0.1463
H -0.9718 -3.1601 -2.0226
H -0.2249 -1.8668 1.8093
H -1.8913 -1.6943 1.2357
H -1.2384 -3.3108 1.6542
C 5.4183 9.1434 7.1733
N 5.1897 8.3701 5.9724
C 5.8400 8.4492 4.7822
C 6.9486 9.4565 4.6458
O 5.5145 7.7099 3.8594
H 5.6652 8.4515 7.9819
H 4.4928 9.6674 7.4228
H 6.2239 9.8651 7.0534
H 4.4594 7.6709 5.9838
H 7.3678 9.3980 3.6406
H 6.5604 10.4655 4.7998
H 7.7427 9.2411 5.3641
C -7.7187 -2.2027 -4.3310
N -6.6419 -2.0559 -3.3748
C -6.4118 -2.7792 -2.2470
C -7.3735 -3.8846 -1.9073
O -5.4409 -2.5194 -1.5419
H -7.2797 -2.4049 -5.3107
H -8.2674 -1.2593 -4.3741
H -8.4011 -3.0087 -4.0655
H -5.9537 -1.3330 -3.5338
H -7.0561 -4.3672 -0.9819
H -8.3760 -3.4784 -1.7586
H -7.3823 -4.6333 -2.7018
C 4.3805 8.2478 12.0239
N 3.3978 8.7348 11.0804
C 3.2482 9.9970 10.5914
C 4.2045 11.0585 11.0634
O 2.3539 10.2372 9.7914
H 4.9493 7.4482 11.5439
H 3.8522 7.8390 12.8881
H 5.0614 9.0306 12.3520
H 2.7182 8.0816 10.7155
H 3.9558 12.0065 10.5849
H 4.1214 11.1855 12.1450
H 5.2278 10.7916 10.7897
C -7.2456 -6.7701 -6.7112
N -7.9249 -6.1335 -5.6003
C -9.1735 -5.5933 -5.5701
C -9.9947 -5.6386 -6.8299
O -9.5964 -5.0891 -4.5339
H -6.9945 -7.7864 -6.4182
H -6.3253 -6.2185 -6.9089
H -7.8574 -6.7917 -7.6113
H -7.4381 -6.0644 -4.7176
H -10.9637 -5.1692 -6.6478
H -9.4896 -5.0891 -7.6275
H -10.1636 -6.6754 -7.1302
C -2.5132 -7.2036 -9.3413
N -3.5499 -7.3559 -8.3435
C -4.4611 -8.3589 -8.2187
C -4.4260 -9.4767 -9.2248
O -5.2777 -8.3308 -7.3048
H -1.5494 -7.1595 -8.8294
H -2.6801 -6.2610 -9.8672
H -2.5062 -8.0225 -10.0577
H -3.6380 -6.6445 -7.6312
H -5.2115 -10.1965 -8.9919
H -4.6033 -9.0848 -10.2288
H -3.4632 -9.9906 -9.1822
C 4.5221 6.6141 0.0685
N 3.8369 7.2550 1.1671
C 2.5939 7.8077 1.1865
C 1.7839 7.7729 -0.0814
O 2.1666 8.3137 2.2171
H 4.7621 5.5909 0.3677
H 5.4511 7.1579 -0.1188
H 3.9227 6.5960 -0.8398
H 4.3197 7.3167 2.0529
H 0.8193 8.2511 0.0935
H 2.3014 8.3188 -0.8734
H 1.6065 6.7391 -0.3859
C -15.9359 -5.3619 -6.4780
N -14.5943 -4.8707 -6.7053
C -13.7449 -4.2894 -5.8138
C -14.2173 -4.1134 -4.3967
O -12.6331 -3.9283 -6.1775
H -15.9581 -6.4251 -6.7277
H -16.6144 -4.8256 -7.1452
H -16.2567 -5.2247 -5.4474
H -14.2043 -4.9531 -7.6339
H -13.4301 -3.6376 -3.8107
H -15.1016 -3.4727 -4.3720
H -14.4398 -5.0854 -3.9511
```

Atomic partial charges in e from the Löwdin method, atoms 1 to 6: 0.050 -0.584 0.040 0.056 -0.073 -0.095

---

no.,calculated total energy (eV)
1,-179010.6676
2,-97993.0196